Record 1
Molecular formula: C27H19MgN6O2
Method: DFT, the ωB97M-V functional and the def2-TZVPD basis

**Gap between HOMO and LUMO**: 4.44 eV
**HOMO**: -9.88 eV
**Net charge**: +1
**ΔE to the lowest compared entry with this formula, charge and spin**: 23.1 kJ/mol
**E_LUMO**: -5.44 eV

Geometry (Å):
1 Mg -0.0107 0.0025 -0.0714
2 O -0.9449 1.1399 6.6358
3 C -0.9043 -0.0050 6.1775
4 O -0.9401 -1.1501 6.6362
5 C -0.7281 -0.0054 4.5830
6 C -0.6637 1.2010 3.8984
7 C -0.5214 1.1616 2.5194
8 N -0.4472 -0.0018 1.8743
9 C -0.5179 -1.1671 2.5168
10 C -0.6589 -1.2100 3.8958
11 C -0.4608 -2.3371 1.6073
12 C -0.5059 -3.6517 2.0494
13 C -0.4809 -4.6764 1.1174
14 C -0.4069 -4.3669 -0.2333
15 C -0.3502 -3.0348 -0.5968
16 N -0.3758 -2.0400 0.2939
17 C -0.4672 2.3350 1.6141
18 C -0.5139 3.6477 2.0619
19 C -0.4924 4.6763 1.1341
20 C -0.4203 4.3722 -0.2180
21 C -0.3613 3.0418 -0.5871
22 N -0.3832 2.0431 0.2994
23 H -0.7321 2.1154 4.4728
24 H -0.7229 -2.1255 4.4691
25 H -0.5644 -3.8716 3.1055
26 H -0.5228 -5.7072 1.4421
27 H -0.3966 -5.1403 -0.9876
28 H -0.2871 -2.7454 -1.6402
29 H -0.5708 3.8626 3.1190
30 H -0.5354 5.7055 1.4637
31 H -0.4129 5.1491 -0.9686
32 H -0.2993 2.7569 -1.6318
33 C -2.9032 0.0007 -4.9334
34 C -3.1991 0.0010 -3.5766
35 C -2.1764 0.0013 -2.6501
36 C -0.8437 0.0012 -3.0783
37 C -0.5490 0.0007 -4.4507
38 C -1.5789 0.0006 -5.3659
39 N 0.1299 0.0018 -2.0779
40 N 1.3303 0.0004 -2.4629
41 C 2.3196 0.0008 -1.4867
42 C 3.6413 -0.0001 -1.9274
43 C 4.6565 0.0003 -0.9883
44 C 4.3258 0.0012 0.3602
45 C 2.9870 0.0019 0.7176
46 N 2.0064 0.0020 -0.1788
47 H -3.7068 0.0007 -5.6574
48 H -4.2291 0.0011 -3.2472
49 H -2.3846 0.0013 -1.5846
50 H 0.4837 0.0006 -4.7652
51 H -1.3555 0.0004 -6.4240
52 H 3.8310 -0.0010 -2.9914
53 H 5.6920 -0.0001 -1.2999
54 H 5.0923 0.0013 1.1216
55 H 2.6837 0.0025 1.7586

***

Record 2
Molecular formula: C27H19N9O4Sc
Method: DFT, the ωB97M-V functional and the def2-TZVPD basis

**Gap between HOMO and LUMO**: 8.18 eV
**HOMO**: -11.30 eV
**Net charge**: +1
**ΔE to the lowest compared entry with this formula, charge and spin**: 94.0 kJ/mol
**E_LUMO**: -3.11 eV

Geometry (Å):
1 Sc -0.0373 -0.4759 -0.2919
2 C 1.2327 -0.7504 2.8267
3 N -0.0368 -0.2807 2.2428
4 C -1.2582 -0.8603 2.8333
5 C -2.1438 -1.3947 1.7574
6 N -1.9678 -1.0859 0.4893
7 C -3.0191 -1.7281 -0.2091
8 C -3.3284 -1.7622 -1.5660
9 C -4.4259 -2.5085 -1.9412
10 C -5.1998 -3.2089 -0.9985
11 C -4.9019 -3.1757 0.3465
12 C -3.7992 -2.4141 0.7054
13 N -3.2089 -2.1751 1.9498
14 C 2.0885 -1.3552 1.7649
15 N 1.8889 -1.1243 0.4847
16 C 2.9115 -1.8314 -0.1954
17 C 3.1939 -1.9564 -1.5531
18 C 4.2611 -2.7565 -1.9034
19 C 5.0367 -3.4194 -0.9363
20 C 4.7745 -3.2885 0.4102
21 C 3.6985 -2.4772 0.7435
22 N 3.1455 -2.1419 1.9845
23 H 1.0555 -1.4737 3.6227
24 H 1.7722 0.0839 3.2788
25 H -0.0785 0.7308 2.3027
26 H -1.8103 -0.1017 3.3922
27 H -1.0074 -1.6492 3.5420
28 H -2.7409 -1.2332 -2.3046
29 H -4.7002 -2.5604 -2.9861
30 H -6.0448 -3.7931 -1.3371
31 H -5.4805 -3.7317 1.0713
32 H -3.5133 -2.5491 2.8341
33 H 2.6058 -1.4567 -2.3111
34 H 4.5071 -2.8851 -2.9486
35 H 5.8531 -4.0525 -1.2556
36 H 5.3637 -3.8039 1.1565
37 H 3.4740 -2.4461 2.8867
38 O -0.0081 3.6022 -0.7385
39 C -0.0168 2.5205 -1.2400
40 O -0.0215 1.3779 -0.5033
41 C -0.0263 2.2925 -2.7205
42 C -0.0191 1.0241 -3.2856
43 C -0.0328 0.8466 -4.6580
44 C -0.0532 1.9827 -5.4379
45 C -0.0596 3.2603 -4.9215
46 C -0.0461 3.4114 -3.5434
47 N -0.0697 1.8240 -6.9193
48 O -0.0415 0.6938 -7.3516
49 O -0.0508 2.8342 -7.5840
50 H -0.0015 0.1322 -2.6758
51 H -0.0283 -0.1300 -5.1192
52 H -0.0755 4.1073 -5.5906
53 H -0.0512 4.3943 -3.0932
54 N -0.0506 -2.1473 -1.5579
55 C -0.0275 -3.2931 -1.3138
56 C 0.0055 -4.5928 -0.8946
57 C 1.2262 -5.3219 -1.0514
58 N 2.2339 -5.8703 -1.1506
59 C -1.0688 -5.0044 -0.0442
60 N -1.9287 -5.2426 0.6857

***

Record 3
Molecular formula: C27H19N9O8OsS
Method: DFT, the ωB97M-V functional and the def2-TZVPD basis

**Gap between HOMO and LUMO (alpha / beta)**: 7.96 / 6.03 eV
**HOMO (alpha / beta)**: -14.39 / -14.63 eV
**Net charge**: +2
**Spin multiplicity**: 5
**E_LUMO (alpha / beta)**: -6.44 / -8.60 eV

Geometry (Å):
1 Os 0.2947 0.3265 -0.8732
2 O 4.2090 6.0843 -1.9505
3 N 4.6922 5.1119 -2.4888
4 O 5.6606 5.0988 -3.2031
5 C 4.0382 3.8120 -2.2171
6 C 4.8228 2.7198 -2.2596
7 C 4.2816 1.4270 -1.9597
8 C 5.0430 0.2423 -1.9973
9 C 4.4321 -0.9481 -1.7086
10 C 3.0711 -0.9732 -1.3867
11 N 2.3299 0.1298 -1.3401
12 C 2.9379 1.3246 -1.6261
13 C 2.1236 2.4950 -1.5959
14 N 0.8159 2.2841 -1.2846
15 C -0.0330 3.3040 -1.3058
16 C 0.3915 4.5914 -1.6324
17 C 1.7118 4.8269 -1.9223
18 C 2.6330 3.7540 -1.9016
19 H 5.8665 2.8245 -2.5250
20 H 6.0929 0.2829 -2.2588
21 H 4.9786 -1.8796 -1.7360
22 H 2.5487 -1.8897 -1.1461
23 H -1.0570 3.0781 -1.0421
24 H -0.3290 5.3959 -1.6483
25 H 2.0479 5.8236 -2.1626
26 O -2.8828 -0.0296 4.1701
27 C -1.8810 -0.9164 4.2047
28 O -1.9267 -1.9056 4.8782
29 C -0.7042 -0.6458 3.3262
30 C 0.5178 -1.2746 3.4516
31 N 1.2706 -0.8856 2.4093
32 N 0.6102 -0.0658 1.5822
33 C -0.5936 0.0764 2.1278
34 C -1.5904 0.8922 1.3887
35 O -2.5806 1.3441 1.9419
36 O -1.3306 1.0917 0.1355
37 H -2.6984 0.6957 3.5211
38 H 0.8771 -1.9489 4.2110
39 H 2.2232 -1.1465 2.2093
40 N -5.8319 -0.1334 2.4502
41 C -5.0262 -0.4758 1.4636
42 C -4.1655 -1.6114 1.6163
43 C -3.2581 -1.8963 0.6425
44 C -3.1864 -1.0737 -0.4982
45 C -4.0839 -0.0125 -0.7122
46 C -4.9991 0.2904 0.2517
47 S -1.9081 -1.3456 -1.7157
48 O -1.6415 -0.0231 -2.2832
49 O -2.3220 -2.3933 -2.5763
50 N -0.5346 -1.5834 -0.8520
51 C -0.1683 -2.8921 -0.4477
52 N -1.1380 -3.7906 -0.3739
53 C -0.7701 -5.0280 -0.0434
54 C 0.5439 -5.3559 0.2406
55 C 1.4540 -4.3208 0.1856
56 N 1.1121 -3.0748 -0.1619
57 H -5.8138 -0.6264 3.3342
58 H -6.4407 0.6705 2.3813
59 H -4.2278 -2.2091 2.5162
60 H -2.5986 -2.7458 0.7318
61 H -4.0085 0.5859 -1.6092
62 H -5.6769 1.1256 0.1344
63 H -1.5617 -5.7656 0.0088
64 H 0.8379 -6.3595 0.5059
65 H 2.4988 -4.4833 0.4255